(1)
The following is a quantum chemistry calculation of C5H8O in the gas phase, from OMol25.

XYZ file:
```
14
Properties=species:S:1:pos:R:3:forces:R:3:nbo_charge:R:1
C -0.050996 1.353969 0.323340 -1.041 -1.564 -0.558 -0.199
C 1.179894 0.824001 0.311811 -0.262 -1.266 -0.244 -0.218
C 1.503260 -0.693867 -0.012304 -0.507 2.192 0.525 -0.077
O 0.433401 -1.528239 -0.355807 -1.861 0.953 0.225 -0.565
C -1.079992 -1.016582 -0.331319 2.434 -0.498 0.069 -0.062
C -1.352076 0.468623 -0.037367 2.124 0.884 0.379 -0.476
H -0.428444 2.372954 0.520106 1.121 -0.413 0.057 0.213
H 2.155230 1.277009 0.534095 -0.790 0.598 0.025 0.209
H 2.030404 -1.039486 0.900605 -0.299 -0.218 -0.338 0.171
H 2.272289 -0.630384 -0.817353 -0.586 -0.376 0.211 0.175
H -1.557732 -1.688224 0.391314 0.203 0.256 -0.193 0.193
H -1.321112 -1.318351 -1.345342 -0.445 0.201 0.079 0.198
H -1.766846 0.993516 -0.910346 -0.149 -0.400 0.233 0.218
H -2.017285 0.625060 0.828573 0.058 -0.350 -0.469 0.219
```
Positions in Å, forces in eV/Å.

Properties
**Energy above the lowest of the compared OMol25 structures with the same formula, charge and spin**: 52.5 kcal per mole
**HOMO**: -9.3 eV
**LUMO level**: 1.01 eV
**DFT total energy**: -270.4743 Ha
**SMILES**: C1=CCOCC1
**Frontier orbital gap**: 10.27 eV

=====

(2)
The following is a quantum chemistry calculation of C20H27N3O5S in the gas phase, from OMol25.

XYZ file:
```
56
Properties=species:S:1:pos:R:3:forces:R:3:nbo_charge:R:1
C -7.996749 -0.176151 -0.402118 0.288 -0.241 0.256 -0.643
C -7.089985 -0.550983 0.768749 -0.167 0.142 -0.013 -0.068
O -6.759583 -1.925782 0.827878 -0.126 -0.016 0.094 -0.535
C -5.929028 -2.431909 -0.192333 0.256 -0.160 0.011 -0.063
C -4.493207 -1.880281 -0.174206 -0.342 0.130 -0.171 -0.445
C -4.249139 -0.790513 -1.224118 -0.181 -0.020 0.206 -0.226
N -2.924249 -0.235942 -1.104577 0.082 -0.283 -0.159 -0.611
C -2.700497 0.958651 -0.536967 0.252 -0.054 -0.110 0.669
O -3.584017 1.716839 -0.164004 -0.259 0.236 0.157 -0.668
C -1.256099 1.333052 -0.403495 0.006 0.044 0.043 -0.328
C -1.008361 2.576751 0.089758 -0.303 -0.339 -0.129 0.143
N 0.213690 3.098431 0.301449 -0.193 -0.078 -0.039 -0.369
C 0.339027 4.437494 0.829758 0.113 0.397 0.157 -0.404
C 1.329563 2.348662 0.007186 0.334 -0.600 -0.238 0.269
C 2.626543 2.848178 0.211927 0.094 0.023 0.010 -0.265
C 3.724485 2.077063 -0.090131 -0.099 0.192 0.040 -0.146
C 3.557864 0.800573 -0.611611 0.274 -0.443 -0.193 -0.344
S 5.026569 -0.164900 -0.951756 -0.296 0.324 0.414 2.313
O 4.669821 -1.285803 -1.774055 -0.225 -0.047 0.152 -0.937
O 6.057224 0.719580 -1.411878 0.039 0.141 0.202 -0.940
N 5.405718 -0.613463 0.629565 -0.256 0.546 -0.961 -0.663
C 4.726783 -1.828056 1.042097 -0.354 -0.510 0.112 -0.233
C 5.681373 -2.955809 0.644956 -0.077 -0.012 0.039 -0.426
C 7.066795 -2.344293 0.891296 -0.026 -0.017 0.040 -0.428
C 6.822537 -0.820353 0.893941 0.698 0.170 -0.006 -0.241
C 2.303329 0.291686 -0.824871 0.036 -0.045 -0.074 -0.120
C 1.169844 1.049201 -0.513976 0.214 0.172 0.065 -0.209
C -0.157431 0.453252 -0.743622 -0.058 0.228 0.097 0.588
O -0.276483 -0.691386 -1.176923 0.147 -0.090 -0.052 -0.640
H -8.866553 -0.828540 -0.423018 -0.098 -0.036 -0.021 0.211
H -8.327819 0.851697 -0.283321 -0.039 0.131 -0.033 0.216
H -7.473716 -0.259046 -1.351904 -0.003 0.034 -0.131 0.201
H -6.186079 0.070689 0.758861 -0.019 -0.015 0.060 0.170
H -7.617621 -0.370476 1.709417 0.105 0.098 -0.092 0.186
H -5.914308 -3.507144 0.003143 0.010 0.094 -0.151 0.193
H -6.378457 -2.272369 -1.182008 -0.009 -0.056 0.017 0.158
H -3.789196 -2.695169 -0.352086 0.041 -0.022 0.046 0.207
H -4.289859 -1.477106 0.819844 0.043 -0.032 0.026 0.220
H -4.948148 0.038766 -1.096085 -0.009 -0.146 -0.104 0.225
H -4.370406 -1.209940 -2.228198 -0.058 0.076 0.061 0.193
H -2.115999 -0.818140 -1.311525 0.019 0.212 0.055 0.435
H -1.861703 3.196147 0.334730 0.021 0.038 0.026 0.244
H 0.868494 4.426579 1.784237 -0.013 0.026 -0.032 0.210
H -0.653642 4.852451 0.987993 0.049 -0.062 -0.023 0.226
H 0.877249 5.078366 0.129021 -0.014 -0.002 0.041 0.211
H 2.775023 3.839485 0.606442 0.011 0.095 0.034 0.222
H 4.727397 2.444825 0.053629 0.087 0.172 0.080 0.244
H 3.759437 -1.890417 0.547966 -0.109 -0.120 0.175 0.223
H 4.582428 -1.788687 2.126192 -0.051 0.009 -0.065 0.199
H 5.513381 -3.864627 1.218968 -0.020 -0.051 -0.023 0.216
H 5.542122 -3.168763 -0.414391 -0.011 -0.066 0.054 0.229
H 7.465616 -2.662389 1.854490 0.057 -0.007 -0.031 0.207
H 7.773095 -2.632718 0.115904 0.056 -0.027 0.032 0.219
H 7.390203 -0.290516 0.130450 0.148 -0.018 0.194 0.239
H 7.052778 -0.383833 1.870228 0.009 -0.019 -0.117 0.198
H 2.169922 -0.692939 -1.246925 -0.073 -0.098 -0.026 0.265
```
Positions in Å, forces in eV/Å.

Properties
**Energy above the lowest of the compared OMol25 structures with the same formula, charge and spin**: 72.2 kcal per mole
**HOMO**: -8.9 eV
**LUMO level**: -0.11 eV
**DFT total energy**: -1716.9848 Ha
**SMILES**: CCOCCCNC(=O)c1cn(C)c2ccc(S(=O)(=O)N3CCCC3)cc2c1=O
**Frontier orbital gap**: 8.76 eV

=====

(3)
The following is a quantum chemistry calculation of a molecular structure, C22H35ClO2P2Zr, from OMol25.

XYZ file:
```
63
Properties=species:S:1:pos:R:3:forces:R:3:nbo_charge:R:1
P 0.645719 2.018325 -1.873269 2.201 -2.941 0.639 1.163
P 0.242422 -2.462023 -1.634094 1.616 1.621 0.313 0.885
C 0.977122 0.273329 -2.661042 -0.301 0.976 -0.756 -0.862
C 0.007912 -0.957512 -2.780894 -0.347 -0.251 -0.716 -0.765
H 2.027199 -0.062443 -2.391156 -0.153 0.095 -0.667 0.218
H 1.057518 0.715231 -3.642471 0.539 -0.715 -0.504 0.376
H -1.046999 -0.602194 -2.739821 0.604 -0.477 0.101 0.268
H 0.209559 -1.384245 -3.776306 -0.237 0.486 0.057 0.322
C 1.653998 -3.509169 -2.038749 0.140 -0.450 -0.877 -0.949
H 1.774411 -4.235689 -1.219985 -0.216 0.240 -0.170 0.285
H 2.594775 -2.941454 -2.098340 -0.394 -0.117 0.129 0.252
H 1.494843 -4.045342 -2.979009 0.213 -0.155 0.126 0.256
C -1.252760 -3.400412 -1.796137 -0.647 -0.469 0.205 -0.949
H -1.040888 -4.316618 -2.357035 -0.083 0.148 0.056 0.277
H -2.038322 -2.836153 -2.299316 0.078 -0.028 0.017 0.271
H -1.601595 -3.664101 -0.798090 -0.109 -0.115 -0.051 0.282
C 2.002155 3.139058 -2.325553 0.129 0.017 -1.109 -0.970
H 1.881531 4.092082 -1.789051 -0.068 -0.317 -0.064 0.292
H 1.968637 3.335859 -3.410001 0.102 0.174 0.276 0.263
H 2.985396 2.715532 -2.075975 -0.413 0.046 0.088 0.271
C -0.845380 2.601552 -2.722013 -0.203 0.090 0.429 -0.974
H -1.566770 1.788220 -2.870068 0.197 0.175 0.065 0.268
H -0.553180 3.025504 -3.693686 -0.051 -0.173 0.301 0.276
H -1.333722 3.383791 -2.123041 0.113 -0.136 -0.179 0.285
Zr 1.165479 -0.287321 -0.442148 -1.271 1.267 2.498 1.710
C 1.362681 -2.020689 -5.652798 0.485 -0.352 0.239 -0.190
C 2.495379 -2.043080 -4.927054 -0.624 -0.713 -1.097 -0.195
C 3.785477 -1.526956 -5.467919 0.815 0.523 0.128 -0.451
C 3.758962 -0.039435 -5.947152 0.454 -0.794 0.000 -0.455
C 2.806225 0.821578 -5.196093 -0.599 0.641 -0.575 -0.150
C 1.524536 0.991011 -5.572230 1.157 0.669 -0.604 -0.236
C 0.907761 0.286655 -6.739715 -0.609 -0.370 -0.515 -0.451
C 1.184683 -1.250707 -6.922235 -0.227 0.477 -0.382 -0.457
C -0.192430 1.590377 0.129877 -1.880 0.252 0.545 -0.993
H 0.538725 -2.702639 -5.449744 -0.055 0.216 0.604 0.205
H 2.584476 -2.649730 -4.033952 -0.197 0.021 -0.311 0.192
H 4.109490 -2.156507 -6.330170 -0.186 0.321 0.634 0.247
H 4.556278 -1.628691 -4.686254 -0.159 -0.016 -0.339 0.214
H 4.786043 0.351150 -5.829281 -0.529 -0.043 -0.290 0.242
H 3.483322 -0.044246 -7.005148 0.276 0.269 0.153 0.223
H 3.263550 1.401688 -4.401760 -0.268 0.194 0.178 0.190
H 0.930526 1.857317 -5.231875 0.285 -0.505 0.337 0.197
H 1.213191 0.793673 -7.680045 -0.186 -0.196 0.452 0.250
H -0.185465 0.411442 -6.676560 0.322 0.053 -0.052 0.217
H 0.302438 -1.653857 -7.452139 0.612 0.131 0.039 0.238
H 2.064989 -1.357132 -7.567208 -0.264 -0.217 0.066 0.225
H -1.187703 1.155623 0.339680 0.277 0.074 0.099 0.236
H -0.402018 2.637049 -0.158306 -0.278 -0.242 0.721 0.216
H 0.352813 1.736375 1.081115 0.231 -0.282 -0.278 0.275
Cl -2.039548 -2.243217 7.129852 0.096 0.040 -0.080 0.095
C -1.307222 -1.969362 5.605020 0.307 0.122 -0.750 0.012
C 0.024372 -1.526397 5.528905 -0.058 -0.091 -0.192 -0.228
C 0.621761 -1.319813 4.282683 -0.408 -0.218 0.752 -0.118
C -0.120763 -1.544911 3.124209 0.216 0.248 -0.197 -0.236
C -1.457400 -1.959948 3.193535 -0.508 -0.214 0.539 -0.127
C -2.056384 -2.186828 4.434324 0.437 0.074 -0.220 -0.220
C 0.433759 -1.202196 1.824024 -0.774 0.246 -0.680 0.793
O 1.648693 -0.769651 1.604453 -0.413 -0.096 -0.360 -0.746
O -0.339838 -1.230675 0.780810 0.377 0.654 1.149 -0.746
H 0.566392 -1.360376 6.456248 -0.018 0.001 -0.241 0.252
H 1.644100 -0.976746 4.203583 0.014 -0.010 0.090 0.243
H -2.030914 -2.093940 2.275120 0.179 0.013 0.337 0.236
H -3.085411 -2.532057 4.521022 0.263 0.128 -0.104 0.250
```
Positions in Å, forces in eV/Å.

Properties
**Energy above the lowest of the compared OMol25 structures with the same formula, charge and spin**: 109.9 kcal per mole
**HOMO (spin up / spin down)**: -12.9 / -12.9 eV
**Net charge**: +2
**LUMO level (spin up / spin down)**: -6.81 / -6.81 eV
**DFT total energy**: -2199.0022 Ha
**Frontier orbital gap (spin up / spin down)**: 6.13 / 6.13 eV

=====

(4)
The following is a quantum chemistry calculation of a molecular structure, C34H38MgN6O6P2, from OMol25.

XYZ file:
```
87
Properties=species:S:1:pos:R:3:forces:R:3:mulliken_charge:R:1
Mg 1.571467 -0.130566 0.303773 1.623 1.891 -1.018 1.697
C -3.269473 -3.859792 2.326640 -0.424 -0.251 -0.296 -0.339
C -3.833352 -3.459910 1.177386 -0.248 -0.858 0.509 -0.438
C -4.951585 -2.466678 1.088693 -0.308 0.033 -0.086 -1.198
C -4.845073 -1.239406 2.039984 -0.866 0.393 0.438 -1.272
C -3.506859 -0.741010 2.529599 -0.074 0.763 0.400 0.107
C -2.750481 -1.290699 3.490081 -0.610 0.162 0.284 0.037
C -3.388153 -2.300732 4.407022 0.266 -0.442 0.228 -1.070
C -3.834653 -3.601714 3.696249 -0.323 -0.117 0.489 -0.816
C 2.603080 1.644779 0.876562 0.255 -0.820 0.896 -1.602
H -2.390674 -4.503066 2.333538 -0.370 -0.010 -0.249 0.352
H -3.632232 -3.994461 0.241031 0.497 0.447 0.367 1.117
H -5.921968 -2.965322 1.291492 0.380 0.197 -0.044 0.423
H -5.049663 -2.119098 0.045209 0.202 -0.075 0.324 0.342
H -5.317183 -0.392820 1.511634 0.011 -0.328 0.271 0.336
H -5.497636 -1.449793 2.907595 0.228 0.129 -0.167 0.398
H -3.324854 0.305098 2.251725 0.448 -0.867 -0.218 0.517
H -1.729984 -0.967285 3.735092 -0.600 0.458 -0.058 0.407
H -4.287418 -1.838379 4.864057 0.477 -0.109 -0.234 0.301
H -2.731599 -2.556549 5.251626 -0.021 0.184 -0.351 0.321
H -3.541963 -4.447956 4.340576 -0.186 0.209 -0.305 0.431
H -4.938468 -3.605395 3.677822 0.389 -0.106 -0.247 0.254
H 3.606088 1.195837 0.868374 0.046 0.531 0.234 0.316
H 2.402926 2.100412 1.848890 0.275 0.277 -0.100 0.462
H 2.542286 2.393889 0.081410 -0.075 -0.101 -0.061 0.427
P -0.397179 1.470363 0.683869 -1.195 1.237 1.377 0.207
P -0.432237 -0.707329 -1.587154 -0.526 -2.938 -0.464 -0.313
N -0.592544 1.634172 2.445383 0.000 -0.326 -0.352 0.876
N -0.727759 3.142341 0.222870 0.671 -0.081 -0.094 0.622
N -0.250700 -2.131452 -0.436832 -0.434 0.420 0.169 0.333
N -0.716781 -1.750547 -2.974584 0.739 0.914 -0.500 0.496
C -1.940359 0.624571 0.288904 -0.852 -0.091 -0.238 -0.946
C -2.092999 -0.147115 -1.041404 -0.107 0.309 -0.399 -0.881
C 0.367371 1.285475 3.407400 -0.351 0.594 0.456 -0.467
C -0.042220 1.780534 4.637283 -0.113 -0.392 -1.030 -0.827
C -1.323475 2.392308 4.449372 0.056 -0.262 -1.339 -0.883
C -1.644850 2.278236 3.099963 0.692 0.094 0.871 -0.436
C 0.172859 4.198355 0.448251 -0.705 0.366 -0.570 -0.558
C -0.347681 5.354904 -0.120334 0.105 -1.167 0.395 -0.663
C -1.604091 5.010043 -0.717880 0.167 -1.006 0.298 -0.626
C -1.807248 3.654724 -0.500388 0.253 0.564 -0.011 -0.435
C 0.791077 -2.427134 0.462028 -0.540 -0.228 -0.086 -0.374
C 0.499524 -3.636715 1.082241 -0.020 0.289 -0.486 -0.995
C -0.708055 -4.127290 0.525384 0.069 1.172 -0.403 -1.189
C -1.184636 -3.143382 -0.334968 1.321 -0.316 0.513 0.223
C -1.634663 -2.734523 -3.357364 0.118 -0.159 -0.967 -0.149
C -1.301210 -3.185626 -4.636222 0.242 0.988 1.266 -0.693
C -0.133122 -2.459673 -5.056682 -0.222 0.437 1.250 -0.743
C 0.212864 -1.604285 -4.022610 -0.808 -0.740 -0.643 -0.451
H -2.766769 1.331678 0.426943 -0.157 -0.449 0.088 1.401
H -2.003220 -0.147627 1.067819 0.194 0.422 -0.125 -0.821
H -2.790064 -0.992560 -0.908907 0.261 0.329 -0.006 0.170
H -2.526266 0.495886 -1.830814 0.390 -0.246 0.184 0.465
H 1.272315 0.750638 3.131041 -0.283 0.333 0.057 0.392
H 0.521696 1.734758 5.558742 -0.101 -0.136 -0.130 0.457
H -1.930170 2.872790 5.201624 0.017 -0.053 -0.069 0.468
H -2.510549 2.623380 2.549606 0.184 0.049 0.090 0.470
H 1.091701 4.020812 0.989259 -0.103 0.040 -0.076 0.431
H 0.119819 6.332938 -0.110517 -0.092 -0.255 0.047 0.430
H -2.276722 5.677434 -1.246185 0.143 -0.221 0.131 0.427
H -2.619438 3.001997 -0.786893 0.062 0.230 -0.056 0.404
H 1.785029 -1.969491 0.402028 -0.143 -0.990 -0.161 0.748
H 1.090023 -4.121524 1.842737 0.173 -0.010 -0.162 0.490
H -1.182758 -5.076643 0.710965 0.007 0.105 0.126 0.805
H -2.109236 -3.104675 -0.877306 0.202 0.030 0.091 0.103
H -2.438056 -3.057273 -2.706311 0.171 0.182 -0.373 0.427
H -1.830452 -3.937245 -5.201593 -0.009 0.022 0.124 0.442
H 0.391570 -2.547214 -5.994438 -0.017 -0.038 0.062 0.466
H 1.018210 -0.896051 -3.911444 0.065 0.031 -0.038 0.546
O 2.428196 0.363930 -3.208005 0.485 -0.169 1.018 -0.799
C 3.235463 0.307451 -2.264711 -0.465 -0.290 -0.473 0.307
O 3.056530 -0.244146 -1.106082 -0.019 0.210 -1.098 -0.950
C 4.573040 1.005506 -2.571483 0.798 0.469 -0.003 0.385
C 5.137529 1.906643 -1.662403 0.458 0.096 -0.083 -0.228
C 6.278715 2.672752 -1.994127 -1.086 -1.084 -1.056 -0.296
C 6.907454 2.538305 -3.239693 -0.070 -0.005 0.418 -0.370
C 6.375041 1.605399 -4.139801 -1.025 0.237 1.689 -0.271
C 5.192755 0.883617 -3.829986 0.600 0.165 -0.106 -0.215
N 7.039969 1.437837 -5.412418 1.271 -0.338 -2.824 0.968
O 8.077691 2.094736 -5.655105 -2.010 -1.087 0.900 -0.586
O 6.552720 0.644255 -6.242462 0.565 1.258 1.720 -0.590
N 6.706004 3.682912 -1.048650 0.721 2.087 2.009 0.946
O 6.037328 3.828558 0.004053 1.361 -0.465 -2.256 -0.580
O 7.702139 4.387066 -1.320779 -1.827 -1.536 0.248 -0.591
H 4.684953 2.044386 -0.687822 0.053 0.018 -0.087 0.407
H 7.776577 3.146202 -3.493240 -0.299 -0.264 0.062 0.565
H 4.786769 0.222242 -4.586228 -0.031 0.056 0.096 0.537
```
Positions in Å, forces in eV/Å.

Properties
**Energy above the lowest of the compared OMol25 structures with the same formula, charge and spin**: 11.8 kcal per mole
**HOMO**: -7.8 eV
**LUMO level**: -0.85 eV
**DFT total energy**: -2980.8600 Ha
**Frontier orbital gap**: 6.98 eV